Entry from OMol25: a single C9H10BrClO2 molecule in a non-equilibrium geometry (ωB97M-V/def2-TZVPD).

```
23
Properties=species:S:1:pos:R:3:lowdin_charge:R:1
C -0.24 -0.69 2.31 -0.0874
O -0.83 0.37 1.63 -0.2304
C -1.00 0.22 0.25 -0.7382
Br -2.11 1.78 -0.30 0.7441
C -1.64 -1.07 -0.20 -0.6533
Cl -3.05 -1.55 0.73 0.6931
C -1.31 -1.85 -1.23 -0.1078
C -0.21 -1.45 -2.15 -0.1615
C 0.67 -0.44 -1.55 -0.0783
C 0.51 0.41 -0.56 -0.0895
C 1.64 1.19 0.16 -0.3878
C 1.48 2.63 0.42 -0.0211
O 2.48 0.47 0.67 0.0927
H -0.92 -1.53 2.33 0.0616
H 0.18 -0.34 3.15 0.0615
H 0.72 -1.06 1.75 0.1291
H -1.91 -2.73 -1.33 0.0977
H -0.78 -1.10 -3.02 0.1280
H 0.44 -2.37 -2.51 0.1643
H 1.63 -0.24 -1.98 0.1150
H 1.09 3.23 -0.39 0.0717
H 2.38 3.34 0.62 0.1265
H 0.76 2.75 1.19 0.0700
```

Properties
SMILES: CO[C@]1(Br)C(Cl)=CCC=C1C(C)=O
HOMO level: -9.5 eV
Energy above the lowest of the compared OMol25 structures with the same formula, charge and spin: 0.0000 eV